Entry 1:
{"formula": "C16H18N4OS", "method": "the ωB97M-V functional and the def2-TZVPD basis", "smiles": "CCCCc1nc2sc3c(=O)n(N)cnc3c2c2c1CCC2", "homo_lumo_gap_ev": 8.413, "e_lumo_ev": 0.1, "relative_energy_kj_mol": 0.00, "symbols": ["S", "O", "N", "N", "N", "N", "C", "C", "C", "C", "C", "C", "C", "C", "C", "C", "C", "C", "C", "C", "C", "C", "H", "H", "H", "H", "H", "H", "H", "H", "H", "H", "H", "H", "H", "H", "H", "H", "H", "H"], "xyz": [[-1.010, 2.040, 0.286], [-4.226, 2.172, -0.030], [-4.383, -0.085, -0.227], [-5.760, 0.063, -0.414], [-2.556, -1.545, -0.169], [1.489, 1.059, 0.481], [-3.816, -1.310, -0.282], [0.344, -3.021, 0.014], [4.554, 0.358, -0.687], [0.212, 0.790, 0.313], [5.180, 1.700, -1.063], [2.354, 0.051, 0.486], [1.928, -1.268, 0.312], [0.581, -1.553, 0.148], [2.731, -2.535, 0.304], [-0.332, -0.504, 0.145], [1.750, -3.576, -0.267], [-1.750, -0.468, -0.002], [-3.637, 1.108, -0.061], [3.797, 0.413, 0.658], [6.345, 2.076, -0.155], [-2.241, 0.833, 0.053], [3.833, 1.424, 1.059], [7.129, 1.324, -0.211], [6.766, 3.032, -0.456], [-4.493, -2.142, -0.416], [-6.276, -0.308, 0.382], [1.898, -4.561, 0.170], [5.539, 1.644, -2.094], [3.639, -2.453, -0.292], [4.413, 2.475, -1.021], [-5.918, 1.075, -0.467], [4.255, -0.266, 1.379], [6.023, 2.157, 0.881], [-0.060, -3.405, 0.954], [3.858, 0.067, -1.477], [-0.378, -3.249, -0.768], [3.023, -2.788, 1.328], [1.898, -3.657, -1.344], [5.339, -0.399, -0.645]]}


Entry 2:
{"formula": "C16H18N6", "method": "the ωB97M-V functional and the def2-TZVPD basis", "smiles": "Nc1ncnc2c1ncn2[C@H](c1ccccc1)N1CCCC1", "homo_lumo_gap_ev": 8.825, "e_lumo_ev": 0.8, "relative_energy_kj_mol": 0.00, "symbols": ["N", "N", "N", "N", "N", "N", "C", "C", "C", "C", "C", "C", "C", "C", "C", "C", "C", "C", "C", "C", "C", "C", "H", "H", "H", "H", "H", "H", "H", "H", "H", "H", "H", "H", "H", "H", "H", "H", "H", "H"], "xyz": [[-2.826, -3.287, -0.114], [-1.292, -1.516, -0.733], [-3.091, -3.868, 2.141], [-0.076, -0.553, 1.189], [-1.058, -1.813, 2.753], [1.114, -0.058, -0.755], [-0.885, 2.074, -0.369], [-1.348, 3.395, -0.463], [-1.743, -1.995, 1.573], [0.461, 2.697, 1.546], [0.774, 0.421, 0.550], [1.978, -1.251, -0.768], [-1.122, -1.255, 0.549], [-2.202, -2.499, -1.009], [-0.120, -0.904, 2.521], [2.456, 0.145, -2.717], [2.609, -1.280, -2.160], [-2.604, -3.059, 1.187], [1.526, 0.897, -1.762], [0.106, 1.779, 0.561], [-0.874, 4.369, 0.421], [-0.007, 4.011, 1.465], [3.657, -1.581, -2.099], [-3.753, -4.584, 1.879], [1.122, 2.365, 2.354], [0.586, -0.489, 3.235], [-2.421, -2.671, -2.066], [-1.206, 5.403, 0.310], [0.657, 1.324, -2.290], [-1.257, 1.291, -1.032], [0.312, 4.762, 2.192], [2.770, -1.115, -0.007], [2.059, 1.759, -1.310], [1.425, -2.167, -0.514], [1.696, 0.448, 1.142], [-2.057, 3.649, -1.257], [-2.920, -3.637, 3.111], [2.074, -1.997, -2.786], [3.425, 0.654, -2.737], [2.053, 0.139, -3.733]]}


Entry 3:
{"formula": "C16H19ClN", "method": "the ωB97M-V functional and the def2-TZVPD basis", "charge": 1, "homo_lumo_gap_ev": 7.953, "e_lumo_ev": -4.4, "relative_energy_kj_mol": 94.87, "symbols": ["Cl", "N", "C", "C", "C", "C", "C", "C", "C", "C", "C", "C", "C", "C", "C", "C", "C", "C", "H", "H", "H", "H", "H", "H", "H", "H", "H", "H", "H", "H", "H", "H", "H", "H", "H", "H", "H"], "xyz": [[-2.468, 7.182, 3.614], [0.477, 1.346, 1.715], [1.430, 1.954, -0.347], [-0.953, 2.731, 0.185], [-1.616, -0.883, 3.114], [-0.165, 0.724, 4.213], [-2.118, 5.505, 3.584], [-1.890, 0.377, 2.570], [1.979, 0.987, 1.814], [-0.470, -0.811, 4.097], [-1.066, 1.387, 3.174], [-1.462, 2.771, 3.366], [-0.900, 5.024, 4.106], [2.569, 1.267, 0.451], [0.237, 1.945, 0.609], [-3.048, 4.608, 3.019], [-2.725, 3.253, 2.914], [-0.583, 3.688, 3.989], [1.206, 1.435, -1.295], [-2.070, -1.807, 2.808], [-1.012, 3.658, 0.785], [3.418, 1.951, 0.591], [2.413, 1.682, 2.574], [-0.286, 1.095, 5.231], [-0.240, 5.713, 4.643], [2.903, 0.341, -0.029], [-3.437, 2.571, 2.452], [-2.701, 0.597, 1.864], [-0.847, 3.016, -0.852], [0.427, -1.344, 3.765], [-4.042, 4.975, 2.719], [0.400, 3.323, 4.329], [-1.889, 2.152, 0.298], [1.678, 2.991, -0.610], [-0.720, -1.188, 5.097], [0.867, 0.935, 3.894], [2.191, -0.041, 2.190]]}